No. 1
Density functional theory data (ωB97M-V/def2-TZVPD) for C32H41Cl2N2OP3Re as an isolated structure.

Summary:
Frontier orbital gap (alpha / beta)   6.99 / 4.94 eV
Spin multiplicity   4
LUMO level (alpha / beta)   -5.20 / -8.35 eV
Total charge   +2

Geometry as XYZ:
```
82
Properties=species:S:1:pos:R:3:forces:R:3
P 2.31897 0.07996 -3.05859 -2.89 -0.42 0.93
C 0.97932 0.60799 -4.13002 -0.08 0.97 -0.12
C 1.37269 1.77594 -4.85148 0.38 -0.51 0.04
H 2.05261 2.49386 -4.36911 0.08 -0.50 -0.51
C 0.95953 1.94977 -6.16242 -0.10 0.36 -0.04
H 1.46611 2.71051 -6.74868 -0.39 0.07 0.01
C -0.03366 1.13484 -6.71506 0.83 0.12 0.50
H -0.30318 1.25880 -7.75762 -0.13 -0.07 0.14
C -0.63854 0.17888 -5.89655 -0.41 -0.09 0.40
H -1.49990 -0.36599 -6.29168 0.26 0.12 0.32
C -0.16765 -0.08599 -4.60488 0.25 -0.22 -0.38
H -0.73108 -0.78024 -3.97139 0.64 -0.12 -0.33
C 2.51883 1.10612 -1.61003 0.06 0.14 0.97
C 1.77890 2.28633 -1.35114 0.20 -0.11 -0.30
H 0.82241 2.46062 -1.85411 0.52 0.05 -0.12
C 2.24895 3.20807 -0.41743 -0.38 0.03 0.08
H 1.68573 4.12575 -0.24656 0.12 -0.22 -0.08
C 3.42285 2.97772 0.29768 0.15 -0.43 -0.46
H 3.84934 3.74299 0.93875 -0.14 -0.10 -0.03
C 4.06421 1.74229 0.15866 -0.16 -0.20 0.15
H 4.96460 1.52276 0.72376 -0.18 0.01 0.07
C 3.57818 0.77970 -0.72122 0.02 0.11 -0.49
H 4.01483 -0.22884 -0.74298 0.12 0.60 -0.24
C 2.24365 -1.68062 -2.67984 1.09 -1.21 -0.31
C 3.32525 -2.26027 -3.39628 -0.15 0.56 0.44
H 3.87486 -1.66148 -4.13032 -0.18 -0.16 0.24
C 3.79352 -3.53326 -3.13288 0.10 -0.10 -0.27
H 4.68899 -3.80906 -3.66995 -0.02 -0.45 0.04
C 3.15370 -4.36331 -2.22212 0.30 0.68 -0.45
H 3.55554 -5.35866 -2.05553 -0.29 0.13 0.18
C 2.02504 -3.86078 -1.57848 -0.27 0.01 0.12
H 1.50681 -4.53389 -0.89097 -0.07 0.42 -0.19
C 1.55873 -2.55003 -1.77558 0.09 0.17 -0.04
H 0.63467 -2.29139 -1.24216 0.44 0.32 -0.24
Re -2.87351 -0.36457 1.25805 -1.88 -2.67 2.16
C -1.67083 -0.06637 2.93878 0.27 0.61 0.87
C -0.32290 0.10885 2.84159 0.19 -0.47 -0.15
H -2.17237 0.02052 3.91536 0.29 -0.01 -0.32
C 0.25468 -0.13923 1.44213 0.79 -0.31 0.43
O 1.20444 -1.24434 1.51393 0.03 0.52 -0.67
H 1.60316 -1.35158 0.62046 -0.35 0.09 0.80
C -0.92813 -0.43135 0.63072 -2.35 1.35 -2.28
H 0.76788 0.73958 1.02195 0.13 -0.02 0.20
C -1.84387 -0.08155 -0.28488 5.71 -0.36 -1.98
Cl -4.82585 -0.74438 2.73044 0.78 0.35 -0.32
Cl -4.41860 -0.90828 -0.60280 -0.44 0.18 -0.03
P -3.17793 1.89778 0.72203 -1.34 2.33 -0.35
C -4.96175 2.19423 0.51524 -0.01 0.44 0.27
H -5.46651 1.97991 1.46638 0.03 0.00 -0.30
H -5.33221 1.50403 -0.25838 0.14 0.28 0.35
H -5.13053 3.23905 0.21544 -0.06 -0.30 0.12
C -2.48961 3.05238 1.95424 -0.19 0.17 0.28
H -1.38964 2.99728 1.92557 -0.36 -0.04 -0.01
H -2.83658 2.75995 2.95502 0.10 0.15 -0.25
H -2.80673 4.08413 1.73499 0.11 -0.33 0.09
C -2.53492 2.70003 -0.82224 0.28 -0.44 -0.13
H -2.68222 2.02917 -1.67961 -0.07 0.34 0.17
H -1.45832 2.91361 -0.72669 -0.31 -0.13 -0.02
H -3.06000 3.64864 -1.03037 0.11 -0.46 0.34
P 0.77677 0.34429 4.27437 -1.77 -0.23 -0.90
C -0.35309 0.74994 5.59956 0.10 0.14 0.53
C 1.91924 1.69299 4.02962 0.42 0.25 0.01
H -1.09559 -0.04860 5.71532 0.28 0.13 0.02
H -0.88354 1.68535 5.37608 0.22 -0.22 0.06
H 0.20955 0.85415 6.53586 -0.19 0.03 -0.13
H 2.54320 1.52193 3.14246 -0.13 -0.04 0.22
H 2.56518 1.74878 4.92010 -0.14 0.10 -0.31
H 1.38109 2.64426 3.90338 0.10 -0.35 0.10
C 1.62722 -1.17967 4.63993 0.36 -0.05 0.04
H 0.89460 -1.91792 4.99627 0.25 0.25 -0.03
H 2.38405 -0.96062 5.40761 -0.17 -0.34 -0.17
H 2.08771 -1.55351 3.71408 -0.06 0.14 0.37
H -1.86512 0.25366 -1.31822 -0.17 -0.30 0.27
N -3.56972 -3.34351 0.85126 0.71 -0.46 0.37
C -3.19673 -4.62979 0.98012 -0.38 0.55 -0.07
C -1.87933 -4.62967 1.38567 0.67 -0.27 -0.13
C -1.47298 -3.29622 1.43749 -1.46 0.26 -0.07
N -2.54372 -2.51314 1.15465 -0.22 -0.91 -0.08
H -4.41796 -2.95599 0.42351 0.38 0.03 0.43
H -3.89351 -5.42908 0.76463 0.18 0.09 0.06
H -1.25262 -5.48162 1.58507 -0.10 -0.08 -0.03
H -0.49670 -2.87259 1.64007 -0.28 0.02 0.17
```
Positions in Å, forces in eV/Å.

No. 2
Density functional theory data (ωB97M-V/def2-TZVPD) for C32H41Cl2N2OP3Ru as an isolated structure.

Summary:
Energy above the lowest of the compared OMol25 structures with the same formula, charge and spin   0.0 kJ/mol
Frontier orbital gap (alpha / beta)   6.73 / 5.27 eV
Spin multiplicity   5
LUMO level (alpha / beta)   -4.85 / -7.55 eV
Total charge   +2

Geometry as XYZ:
```
82
Properties=species:S:1:pos:R:3:forces:R:3
P 1.12038 1.56021 -5.56241 -1.21 -1.15 -2.66
C 2.82330 1.73644 -6.29175 0.63 0.10 0.72
C 3.16080 1.13115 -7.52529 -0.33 -0.22 0.29
H 2.48564 0.41777 -8.02209 0.36 0.41 0.40
C 4.37460 1.43826 -8.14857 -0.09 -0.01 0.25
H 4.63053 0.93700 -9.08381 -0.11 0.21 0.27
C 5.26679 2.33712 -7.56148 -0.13 -0.16 0.13
H 6.23864 2.52435 -8.02994 -0.45 0.03 0.19
C 4.92709 2.95391 -6.35354 0.05 -0.13 -0.06
H 5.62513 3.64088 -5.88440 -0.14 -0.04 -0.08
C 3.71723 2.66942 -5.72490 -0.26 -0.39 -0.17
H 3.46024 3.17312 -4.79278 0.12 -0.08 -0.17
C 0.45012 0.26305 -6.57544 -0.13 -0.35 -1.14
C 0.81809 -1.04784 -6.23704 -0.38 0.04 -0.28
H 1.37858 -1.24582 -5.32316 -0.13 0.05 -0.21
C 0.46279 -2.09520 -7.07908 -0.11 -0.10 0.05
H 0.71426 -3.11039 -6.79126 0.04 0.06 -0.12
C -0.23420 -1.85418 -8.26431 -0.07 0.13 0.10
H -0.54650 -2.68488 -8.90283 0.21 0.30 0.20
C -0.55993 -0.54402 -8.61348 -0.24 -0.01 -0.05
H -1.11048 -0.34197 -9.53180 0.18 -0.10 0.18
C -0.22186 0.52263 -7.78303 0.00 -0.30 0.12
H -0.48467 1.54280 -8.09149 0.16 -0.51 0.24
C 0.37433 3.07368 -6.31996 -0.70 0.38 0.56
C 0.94041 3.73922 -7.43809 0.26 -0.30 0.38
H 1.95691 3.51469 -7.79288 -0.61 0.04 0.30
C 0.20970 4.71478 -8.11874 -0.05 -0.04 0.26
H 0.67437 5.24106 -8.95370 -0.15 -0.21 0.22
C -1.08663 5.03919 -7.71539 0.08 -0.13 0.17
H -1.64302 5.82437 -8.23853 0.18 -0.40 0.22
C -1.64798 4.38157 -6.61590 0.02 0.12 0.04
H -2.65322 4.63703 -6.29142 0.16 -0.02 -0.05
C -0.92528 3.42320 -5.90532 0.40 0.14 -0.38
H -1.36190 2.95928 -5.01845 0.06 0.10 -0.23
Ru 0.02393 -0.12986 -0.12613 0.42 4.41 -0.82
C -1.72098 -0.85925 -0.72444 -1.65 -0.66 0.16
C -2.14477 -1.05978 -1.98708 -0.28 0.55 1.43
H -2.37862 -1.03101 0.17322 0.49 -0.30 -1.07
C -1.36100 -0.47075 -3.14608 -0.39 -0.28 -2.23
O -2.28620 0.49526 -3.75102 0.85 0.12 -0.27
H -1.74750 0.92504 -4.45054 -0.62 -0.32 0.42
C -0.00838 0.22040 -2.88586 -0.47 -0.48 -0.63
H -1.29261 -1.28976 -3.90720 0.59 0.37 0.34
C 0.76174 0.83602 -3.82790 1.66 3.29 0.66
Cl -0.40613 -0.70600 2.05679 -0.59 -0.33 1.53
Cl 2.00146 1.12616 -0.27027 -0.19 -0.27 0.10
P 1.25658 -1.94037 -0.20822 2.84 -2.96 0.74
C 2.10881 -2.23902 1.42548 -0.35 0.07 -0.51
H 1.32807 -2.40263 2.18815 0.59 -0.07 -0.40
H 2.66964 -1.32462 1.68075 -0.15 -0.42 -0.09
H 2.77811 -3.11005 1.33629 -0.20 0.37 -0.01
C 0.24999 -3.41222 -0.49620 0.23 0.01 -0.20
H -0.26046 -3.28441 -1.44909 -0.03 -0.16 -0.03
H -0.48172 -3.48396 0.30706 0.00 -0.06 0.02
H 0.89227 -4.29002 -0.51823 -0.08 -0.15 0.02
C 2.61805 -1.87539 -1.41083 -0.44 -0.23 0.09
H 3.22760 -1.00562 -1.16096 -0.01 -0.18 -0.06
H 2.18451 -1.73943 -2.40074 0.14 -0.01 -0.08
H 3.19268 -2.80041 -1.35038 0.05 0.06 -0.09
P -3.86098 -1.76295 -2.18946 1.12 0.89 -0.18
C -4.41923 -2.63476 -0.72412 0.11 -0.20 0.38
C -3.75011 -2.91133 -3.55528 -0.20 -0.16 -0.33
H -4.47734 -1.95213 0.13263 0.00 -0.11 -0.23
H -3.72220 -3.44400 -0.47415 -0.11 0.17 -0.09
H -5.41675 -3.07806 -0.87870 0.34 0.26 -0.16
H -3.28266 -2.41845 -4.41164 -0.12 0.02 0.06
H -4.72760 -3.30330 -3.85442 0.11 0.12 0.09
H -3.11594 -3.75208 -3.25811 -0.06 0.11 0.05
C -4.91941 -0.33763 -2.47658 -0.38 0.21 -0.35
H -5.09052 0.18180 -1.51876 0.09 -0.29 -0.29
H -5.89397 -0.60914 -2.92342 0.46 0.06 0.25
H -4.36283 0.34008 -3.14590 -0.36 -0.33 0.22
H 1.56578 1.57652 -3.54189 -0.32 -1.53 1.97
N -2.07853 3.54980 0.06484 0.39 -0.57 0.51
C -1.60303 3.50497 1.38545 0.11 -0.23 -0.57
C -0.86238 2.36434 1.48909 -0.58 0.35 -0.48
N -0.90781 1.72114 0.26637 -0.58 0.28 -0.26
C -1.63873 2.42998 -0.57059 -0.18 0.90 0.60
H -2.65957 4.27055 -0.35027 0.22 -0.22 0.24
H -1.81238 4.25006 2.13656 -0.08 0.06 -0.27
H -0.35065 1.90644 2.32604 -0.11 0.35 -0.16
H -1.86488 2.17902 -1.60412 0.11 0.06 0.31
```
Positions in Å, forces in eV/Å.